1.
{"formula": "C28H27FeN2O3S", "method": "ωB97M-V/def2-TZVPD", "symbols": ["O", "C", "Fe", "C", "O", "C", "O", "C", "C", "C", "C", "C", "C", "H", "H", "H", "H", "H", "H", "H", "C", "C", "C", "C", "C", "N", "C", "C", "C", "C", "C", "C", "S", "C", "N", "C", "C", "C", "C", "C", "C", "C", "H", "H", "H", "H", "H", "H", "H", "H", "H", "H", "H", "H", "H", "H", "H", "H", "H", "H", "H", "H"], "xyz": [[4.6644, -0.4681, -2.5386], [4.3116, 0.6100, -2.7880], [4.0847, 2.2343, -3.3891], [5.0488, 2.9907, -2.1246], [5.7953, 3.0791, -1.2144], [5.1925, 2.2568, -4.7459], [6.2321, 2.0750, -5.2936], [0.2489, 2.1892, -1.5315], [0.5828, 1.2495, -2.7082], [1.7412, 1.5965, -3.6590], [2.1993, 2.9349, -3.7718], [2.1412, 3.6039, -2.4737], [1.1925, 3.2105, -1.4579], [-0.7086, 2.2262, -0.9665], [0.8584, 0.2370, -2.3496], [-0.3316, 1.1273, -3.3254], [1.7958, 0.9537, -4.5419], [2.3732, 3.4671, -4.7289], [2.5841, 4.5980, -2.4327], [1.2228, 3.8495, -0.5524], [-3.4114, -3.4252, 0.7985], [-3.2738, -1.9223, 0.5128], [-4.2510, -1.5126, -0.5854], [-1.8423, -1.4828, 0.1485], [-0.9084, -1.9433, 1.2286], [0.4406, -1.4087, 1.0431], [1.5552, -1.9171, 1.7151], [2.7032, -1.1976, 1.4123], [3.9158, -1.5681, 1.9944], [3.9589, -2.6398, 2.8920], [2.7952, -3.3510, 3.1957], [1.5655, -2.9960, 2.6046], [2.3860, 0.1413, 0.3257], [0.6697, -0.2870, 0.2826], [-0.2665, 0.3558, -0.2995], [-1.6678, 0.0202, -0.0848], [-2.3264, 0.8361, 1.0333], [-3.4805, 1.5593, 0.7299], [-4.2714, 2.0863, 1.7494], [-3.9075, 1.9102, 3.0843], [-2.7230, 1.2371, 3.3942], [-1.9126, 0.7214, 2.3657], [-2.9969, -4.0389, -0.0104], [-2.9405, -3.7302, 1.7388], [-4.4714, -3.6902, 0.8880], [-3.5497, -1.3976, 1.4467], [-3.8782, -1.8439, -1.5651], [-5.2272, -1.9824, -0.4177], [-4.4040, -0.4282, -0.6088], [-1.5690, -1.9931, -0.7916], [-1.2959, -1.6759, 2.2245], [-0.8304, -3.0356, 1.2316], [4.7935, -1.0012, 1.7313], [4.9036, -2.9156, 3.3571], [2.8460, -4.1823, 3.8962], [0.6570, -3.5520, 2.8454], [-2.1471, 0.2982, -1.0344], [-3.7679, 1.6845, -0.3148], [-5.1755, 2.6267, 1.4909], [-4.5415, 2.2930, 3.8864], [-2.4121, 1.1039, 4.4338], [-0.9692, 0.2229, 2.6244]], "forces_ev_per_angstrom": [[-0.87, 1.42, 0.05], [1.70, -3.19, 0.20], [-3.59, 0.98, -0.13], [4.03, 0.23, 4.22], [-2.48, 0.22, -2.76], [6.65, -1.51, -2.83], [-4.48, 1.02, 1.53], [1.91, 2.02, -2.25], [-0.13, -0.71, 0.40], [-0.95, 1.90, -1.22], [-1.27, -0.81, 1.28], [-1.49, 0.37, -0.63], [0.24, 0.66, 0.92], [1.24, 0.30, -0.99], [-0.54, 0.25, -0.03], [0.42, -0.19, 0.01], [-0.08, 0.07, 0.27], [0.30, -0.48, 0.73], [-0.08, -0.26, 0.43], [-0.34, -0.18, -0.70], [0.10, -0.11, -0.05], [-0.37, 0.19, 0.29], [-0.10, 0.02, -0.13], [-0.38, -0.58, -0.36], [0.21, -0.79, 0.51], [0.93, -0.79, 1.28], [-1.91, 0.17, -0.61], [0.68, 0.63, -0.33], [0.15, -0.19, 0.22], [0.23, 0.89, -0.70], [-1.50, 0.15, -0.47], [0.93, -0.74, 0.77], [-0.20, -0.40, 0.11], [-0.24, -0.78, 0.78], [0.20, -1.05, 1.46], [-0.12, -0.03, -0.30], [0.27, 0.02, 0.01], [0.04, -0.02, 0.17], [0.20, -0.02, 0.00], [0.13, -0.17, -0.01], [0.39, -0.07, -0.37], [-0.32, 0.30, 0.37], [-0.02, 0.09, 0.05], [0.02, 0.06, -0.13], [0.21, 0.12, -0.01], [0.05, -0.08, -0.32], [-0.16, 0.07, 0.13], [0.19, 0.15, -0.07], [0.02, -0.28, -0.10], [0.00, 0.12, 0.17], [0.27, 0.03, -0.28], [0.06, 0.19, -0.17], [0.27, -0.05, 0.12], [-0.21, 0.08, -0.16], [-0.12, 0.19, -0.18], [0.33, 0.24, -0.11], [-0.07, -0.02, 0.26], [0.00, 0.00, 0.28], [0.08, -0.03, 0.08], [0.21, -0.09, -0.29], [-0.14, 0.12, -0.36], [-0.47, 0.37, -0.06]], "s_squared": 6.130, "largest_force_ev_per_a": 7.4, "charge": 1, "homo_energy_ev": [-8.8421, -10.3471], "multiplicity": 5, "e_above_lowest_kj_mol": 60.0}



2.
{"formula": "C36H90N3O15P3", "method": "ωB97M-V/def2-TZVPD", "symbols": ["C", "C", "C", "C", "C", "C", "H", "H", "H", "H", "H", "H", "H", "H", "H", "H", "H", "H", "H", "H", "C", "C", "C", "C", "C", "C", "H", "H", "H", "H", "H", "H", "H", "H", "H", "H", "H", "H", "H", "H", "C", "C", "C", "C", "C", "C", "H", "H", "H", "H", "H", "H", "H", "H", "H", "H", "H", "H", "H", "H", "C", "C", "O", "N", "C", "H", "H", "H", "H", "H", "H", "H", "C", "C", "O", "N", "C", "H", "H", "H", "H", "H", "H", "H", "C", "C", "O", "N", "C", "H", "H", "H", "H", "H", "H", "H", "C", "O", "P", "O", "O", "C", "O", "C", "H", "H", "H", "H", "H", "H", "H", "H", "H", "C", "O", "P", "O", "O", "C", "O", "C", "H", "H", "H", "H", "H", "H", "H", "H", "H", "C", "O", "P", "O", "O", "C", "O", "C", "H", "H", "H", "H", "H", "H", "H", "H", "H"], "xyz": [[-0.6319, -7.6987, -2.9916], [-2.1706, -7.6755, -2.7117], [-2.9156, -8.0705, -3.9331], [-4.4282, -7.9697, -3.7565], [-5.2853, -8.7604, -4.8593], [-5.2076, -8.1876, -6.3156], [0.0073, -7.2157, -2.2525], [-0.4137, -7.1550, -3.9107], [-0.4269, -8.7417, -3.2331], [-2.4528, -8.2634, -1.8382], [-2.5299, -6.6675, -2.5048], [-2.7510, -9.1371, -4.0860], [-2.6295, -7.4153, -4.7558], [-4.5491, -8.2698, -2.7156], [-4.7149, -6.9183, -3.7373], [-5.0324, -9.8206, -4.8611], [-6.2963, -8.7259, -4.4533], [-5.5752, -8.9404, -7.0129], [-5.6905, -7.2166, -6.2053], [-4.1921, -7.8785, -6.5633], [8.0240, -0.5845, 0.7554], [8.3731, 0.2612, -0.3933], [8.3884, 1.6943, 0.1107], [8.2794, 2.6511, -0.9835], [8.3823, 4.1189, -0.4934], [8.9280, 4.9855, -1.6260], [7.7962, -1.6297, 0.5460], [7.1554, -0.1567, 1.2558], [8.7569, -0.7791, 1.5385], [9.2280, -0.2254, -0.8628], [7.5226, 0.2016, -1.0724], [9.2978, 1.8062, 0.7012], [7.6026, 1.9471, 0.8225], [9.0311, 2.3397, -1.7088], [7.3061, 2.5523, -1.4643], [7.4112, 4.3553, -0.0586], [9.1284, 4.1035, 0.3010], [9.0070, 5.9490, -1.1225], [9.9758, 4.7856, -1.8501], [8.3755, 4.9113, -2.5627], [-3.4023, 7.6432, -3.4889], [-2.5290, 8.4711, -4.4604], [-1.0751, 8.3949, -4.0247], [-0.7144, 9.0752, -2.6602], [0.7843, 9.1543, -2.4317], [1.1912, 7.7853, -1.9252], [-3.8153, 6.7857, -4.0202], [-4.3236, 8.2210, -3.4146], [-3.1495, 7.3945, -2.4582], [-2.5755, 8.1970, -5.5144], [-2.7619, 9.5175, -4.2631], [-0.4699, 8.9349, -4.7528], [-0.8083, 7.3382, -4.0447], [-1.1059, 10.0909, -2.7161], [-1.3616, 8.5652, -1.9467], [1.5388, 9.5082, -3.1343], [0.9494, 9.8251, -1.5885], [2.2675, 7.7629, -2.0957], [0.8719, 7.7076, -0.8859], [0.6953, 7.0168, -2.5181], [-4.7083, -1.8595, -7.2309], [-4.1946, -1.3642, -5.9575], [-4.9470, -0.7314, -5.1706], [-2.8826, -1.5819, -5.7336], [-2.2586, -1.0538, -4.5510], [-5.3457, -2.7122, -6.9974], [-3.8549, -2.2332, -7.7966], [-5.2275, -1.0481, -7.7410], [-2.3699, -1.8547, -6.5599], [-1.9504, -0.0407, -4.8092], [-1.2975, -1.5360, -4.3722], [-2.7926, -1.0707, -3.6009], [2.2072, 0.9405, 0.9120], [2.4051, -0.5681, 0.9416], [2.6240, -1.1209, -0.1691], [2.1838, -1.2361, 2.0706], [2.2603, -2.6604, 2.1195], [1.8123, 1.2606, -0.0522], [3.1749, 1.4336, 1.0048], [1.5624, 1.2954, 1.7160], [2.0124, -0.6907, 2.9032], [2.5668, -3.1428, 1.1914], [1.2848, -3.0666, 2.3866], [2.9491, -3.0045, 2.8911], [2.8735, 2.8382, 8.1033], [2.8580, 1.3614, 7.7303], [3.3869, 0.9064, 6.7161], [2.0547, 0.7233, 8.5100], [1.6586, -0.6436, 8.2149], [2.0564, 3.0826, 8.7821], [2.8312, 3.4610, 7.2097], [3.7261, 3.1184, 8.7221], [1.7111, 1.1238, 9.3712], [2.4651, -1.2688, 7.8319], [0.8263, -0.8862, 7.5543], [1.1858, -0.9969, 9.1313], [-1.5323, -7.1326, 8.5908], [-2.2980, -7.4511, 9.7448], [-3.6508, -6.5284, 10.0608], [-3.5273, -5.2018, 9.3373], [-4.8772, -7.4689, 9.6661], [-4.7983, -8.8079, 10.1883], [-3.7318, -6.4601, 11.6320], [-4.7756, -5.7593, 12.2012], [-1.5271, -8.1105, 8.1092], [-0.4822, -6.9064, 8.7760], [-1.8653, -6.3055, 7.9639], [-4.7852, -9.5646, 9.4038], [-5.7143, -9.1189, 10.6906], [-4.0031, -9.0605, 10.8897], [-4.3023, -5.3028, 13.0705], [-5.4608, -6.5097, 12.5954], [-5.2418, -5.0200, 11.5500], [1.1925, 1.5701, -9.2307], [1.9983, 0.5841, -8.6260], [2.1797, -0.9755, -9.1057], [1.0139, -1.8541, -9.1187], [3.4705, -1.5377, -8.3074], [3.8840, -1.0572, -7.0610], [2.7554, -0.7564, -10.5389], [3.1042, -1.8767, -11.4058], [0.2784, 1.5641, -8.6369], [0.9170, 1.4427, -10.2776], [1.6548, 2.5516, -9.1261], [3.8880, -1.8475, -6.3103], [3.0938, -0.3942, -6.7086], [4.8015, -0.4689, -7.0456], [2.5449, -2.7476, -11.0640], [4.1514, -2.1100, -11.2133], [2.8294, -1.8118, -12.4586], [-3.7331, 7.5737, 6.0134], [-3.9974, 6.3014, 6.3493], [-4.2607, 5.1537, 5.1901], [-3.1130, 5.0138, 4.2960], [-5.7271, 5.5401, 4.5806], [-5.8138, 6.4678, 3.5306], [-4.7122, 3.7682, 5.8968], [-3.7440, 2.9866, 6.4891], [-4.4430, 8.2024, 6.5509], [-3.8634, 7.7945, 4.9539], [-2.7455, 7.8738, 6.3636], [-6.4827, 6.1872, 2.7170], [-4.8534, 6.6050, 3.0337], [-6.1008, 7.4598, 3.8794], [-3.0257, 2.7583, 5.7017], [-4.3044, 2.0996, 6.7847], [-3.4024, 3.5274, 7.3717]], "forces_ev_per_angstrom": [[-1.24, 0.10, -0.34], [1.16, 1.42, 0.29], [-1.15, -0.71, -0.46], [0.00, -0.25, -0.87], [0.83, 0.63, 1.17], [0.53, 0.30, 2.24], [-0.12, -0.60, 0.35], [-0.23, 0.11, -0.16], [0.70, -0.01, 0.43], [0.15, -0.27, -0.04], [0.32, 0.35, 0.38], [0.50, -0.04, -0.77], [0.40, -0.49, -0.30], [-0.91, -0.64, -0.10], [-0.18, 0.19, -0.28], [0.34, -0.03, 0.13], [-0.30, 0.04, -0.46], [-0.30, 0.65, -0.18], [-0.75, -0.18, -0.92], [0.24, -0.56, -0.11], [-0.96, -2.04, 1.97], [-1.16, -0.18, 0.28], [0.94, -0.77, 0.68], [0.03, 1.35, -0.60], [1.09, -2.12, -1.16], [0.09, 0.66, 1.32], [-0.43, -0.04, -0.66], [-0.13, -0.23, 0.15], [0.60, 0.88, 0.00], [0.44, 1.04, -0.34], [0.09, -0.19, -0.43], [0.35, 0.40, -0.07], [-0.37, -0.74, 0.17], [0.18, 0.67, -0.38], [-0.08, -0.24, -0.23], [0.08, 0.61, -0.22], [-0.08, 0.30, 0.25], [-0.45, 0.79, -1.01], [-0.02, -0.64, 0.05], [-0.22, 0.49, 0.23], [-2.11, 0.35, -1.62], [1.15, 0.31, 2.32], [0.86, 0.44, -0.05], [-1.08, 0.64, -2.65], [-0.45, -0.62, 2.21], [0.60, 0.25, -0.44], [0.50, -0.59, 0.30], [-0.23, 0.15, 0.44], [0.78, 0.07, -0.36], [-0.54, 0.01, 0.20], [-0.47, 0.17, -0.75], [0.18, -0.25, -0.33], [0.45, -0.04, 0.11], [-0.26, 0.19, -0.09], [0.88, -0.03, 0.84], [-1.00, 0.03, -1.01], [-0.03, 0.28, 0.13], [0.11, -0.83, 0.66], [0.39, -0.37, 0.00], [0.26, -0.18, 0.10], [0.25, -0.69, -0.73], [-1.57, 2.30, 2.31], [1.71, -1.41, -1.13], [-1.01, -0.57, 0.31], [1.89, 0.75, -0.31], [-0.30, 0.16, -0.30], [-0.31, -0.02, -0.56], [-0.11, -0.35, -0.06], [0.43, -0.03, 0.59], [-0.25, 0.45, 0.57], [-0.10, -0.45, -0.09], [-0.58, -0.15, -0.64], [0.32, 0.01, 0.55], [-0.45, 0.14, -4.00], [-0.01, 0.53, 2.33], [0.38, 0.52, 0.17], [-0.23, -1.26, 0.80], [-0.10, -0.37, 0.11], [0.09, -0.01, 0.16], [0.00, 0.06, 0.03], [0.04, -0.32, -0.04], [-0.04, 0.69, -0.12], [-0.12, -0.10, -0.05], [0.14, 0.14, 0.07], [0.59, 0.43, 0.49], [1.33, 2.86, -2.43], [-0.25, 0.07, 0.81], [-2.32, -3.17, 1.15], [-0.61, -0.95, 0.99], [-0.37, 0.01, -0.37], [0.09, -0.09, 0.13], [0.50, -0.11, -0.44], [0.10, 0.02, -0.45], [0.23, 0.19, 0.57], [-0.07, 1.28, -0.81], [0.75, -0.55, 0.33], [0.72, -0.97, -0.81], [-2.13, 1.75, 1.69], [2.63, 1.69, -2.61], [-1.08, -2.68, 1.53], [0.53, -0.30, 0.28], [-0.95, -1.55, 0.09], [2.09, -1.16, -1.58], [-0.73, 0.34, 1.88], [0.10, 0.38, -0.88], [-0.05, 0.02, 0.87], [-0.68, -0.30, 0.20], [0.54, 0.49, -0.55], [-0.31, 0.86, 0.26], [0.30, 0.71, -0.20], [-0.46, 0.52, 0.00], [-0.55, 0.30, -0.18], [0.02, -0.10, 0.02], [-1.23, 0.37, 0.39], [1.42, -2.40, -0.17], [0.42, 1.14, 0.15], [-0.22, 0.06, 0.68], [-0.81, 0.34, -1.26], [-1.23, 0.86, 1.70], [0.58, 0.14, -2.07], [-0.32, -0.94, 1.47], [-0.25, 0.32, -0.24], [0.37, -0.51, -0.03], [0.28, -0.22, 0.09], [0.44, -0.27, -0.32], [0.19, 0.31, 0.29], [0.15, -0.38, -0.50], [-0.09, -0.09, 0.14], [0.04, 0.23, -0.49], [0.22, 1.04, 0.19], [0.18, 3.12, -0.29], [-1.11, -5.17, -0.15], [-1.43, 0.07, 0.76], [-0.20, 0.26, -0.23], [1.27, -0.82, 0.75], [0.66, 1.17, -1.15], [-1.51, 3.61, -1.30], [0.22, -0.89, 0.41], [-0.10, 0.26, -0.02], [0.31, 0.00, -0.10], [0.20, -0.06, -0.30], [-0.32, -0.51, 0.49], [0.24, -0.13, 0.04], [-0.24, -0.09, 0.28], [0.62, -0.20, 0.64], [0.50, -0.21, 0.18], [0.72, -0.43, 0.00]], "smiles": "COP(=O)(OC)OC.COP(=O)(OC)OC.COP(=O)(OC)OC.CNC(C)=O.CNC(C)=O.CNC(C)=O.CCCCCC.CCCCCC.CCCCCC", "largest_force_ev_per_a": 5.3, "charge": 0, "homo_energy_ev": -9.1574}



3.
{"formula": "C16H24AuN4", "method": "ωB97M-V/def2-TZVPD", "symbols": ["Au", "C", "N", "C", "C", "C", "N", "C", "C", "H", "H", "H", "H", "H", "H", "H", "H", "H", "H", "H", "H", "H", "H", "H", "H", "C", "C", "C", "C", "N", "C", "C", "C", "C", "C", "C", "N", "H", "H", "H", "H", "H", "H", "H", "H"], "xyz": [[0.0813, -0.0318, 0.3619], [0.3871, 2.5259, 2.0129], [-0.0826, 1.1345, 2.2235], [-1.4994, 1.1311, 2.6709], [0.7843, 0.4683, 3.2312], [0.6457, -1.0270, 3.1310], [0.9769, -1.4839, 1.7555], [0.4107, -2.8377, 1.5367], [2.4486, -1.5019, 1.5523], [0.2554, 3.1019, 2.9320], [-0.1839, 3.0084, 1.2249], [1.4412, 2.5234, 1.7449], [-1.6046, 1.7601, 3.5578], [-1.8243, 0.1233, 2.9133], [-2.1450, 1.5242, 1.8907], [0.5111, 0.8058, 4.2348], [1.8093, 0.7892, 3.0549], [-0.3683, -1.3521, 3.3563], [1.3065, -1.5159, 3.8522], [0.8989, -3.5528, 2.2032], [0.5744, -3.1611, 0.5128], [-0.6565, -2.8301, 1.7465], [2.8971, -2.2649, 2.1926], [2.8830, -0.5369, 1.7971], [2.6864, -1.7359, 0.5185], [0.9414, -2.8115, -3.1998], [0.2802, -2.2306, -4.2575], [-0.3266, -1.0045, -4.0401], [-0.2857, -0.4027, -2.7513], [0.3358, -1.0212, -1.6964], [0.9421, -2.1611, -1.9318], [-0.8953, 0.8641, -2.5030], [-1.3832, 1.6726, -3.5675], [-1.9787, 2.8942, -3.2998], [-2.1058, 3.2665, -1.9812], [-1.5922, 2.4151, -0.9604], [-0.9863, 1.2753, -1.1976], [1.4565, -3.7581, -3.3076], [0.2429, -2.7063, -5.2287], [-0.8427, -0.5223, -4.8552], [1.4706, -2.6194, -1.1087], [-1.2806, 1.3520, -4.5923], [-2.3397, 3.5256, -4.1011], [-2.5821, 4.1980, -1.7013], [-1.7036, 2.7104, 0.0727]], "forces_ev_per_angstrom": [[-0.02, 0.01, -0.07], [0.02, 0.02, 0.12], [-0.10, 0.12, -0.11], [0.01, 0.07, 0.08], [-0.02, 0.03, 0.11], [0.06, -0.05, 0.09], [0.04, -0.09, -0.16], [0.03, -0.04, 0.11], [0.02, -0.08, 0.06], [0.02, -0.02, 0.01], [0.04, -0.01, 0.07], [0.00, 0.00, -0.04], [0.02, -0.01, 0.01], [-0.01, -0.02, -0.02], [-0.01, 0.03, -0.05], [-0.03, 0.03, -0.03], [0.02, -0.02, -0.01], [-0.02, 0.02, 0.00], [0.01, -0.02, -0.04], [-0.01, 0.01, 0.02], [-0.01, -0.01, 0.09], [-0.01, 0.00, -0.03], [-0.02, 0.01, 0.02], [0.00, 0.02, -0.02], [-0.01, -0.02, -0.06], [0.06, -0.01, 0.14], [-0.02, 0.03, -0.02], [0.06, 0.04, 0.18], [0.07, -0.15, -0.07], [-0.09, -0.04, -0.20], [0.02, 0.00, -0.14], [-0.08, 0.16, -0.01], [0.02, -0.07, 0.18], [0.01, -0.02, -0.02], [0.00, -0.02, 0.15], [-0.07, 0.02, -0.12], [0.00, 0.08, -0.21], [0.01, 0.01, 0.04], [0.00, 0.01, -0.01], [-0.01, 0.01, -0.01], [0.03, -0.02, -0.04], [0.01, 0.00, -0.01], [0.00, -0.01, -0.01], [0.00, -0.01, 0.04], [-0.04, 0.03, -0.02]], "s_squared": 2.050, "largest_force_ev_per_a": 0.2, "charge": 3, "homo_energy_ev": [-18.0835, -20.2257], "multiplicity": 3}